# 1
Below is C6H19AuGeN3SSe as an isolated structure, with properties calculated with ωB97M-V/def2-TZVPD.

Last column: natural (NBO) charge in e.
Element x y z (Å)
1 Au -0.965 -0.431 -0.921  0.364
2 N -3.224 -2.307 -1.248  -0.642
3 N -4.339 -1.488 -1.304  -0.419
4 C -4.292 -0.152 -1.202  0.333
5 N -5.482 0.459 -1.224  -0.759
6 S -2.931 0.859 -1.079  -0.199
7 H -3.133 -2.840 -2.103  0.378
8 H -3.282 -2.930 -0.453  0.377
9 H -5.249 -1.919 -1.380  0.384
10 H -6.350 -0.042 -1.313  0.407
11 H -5.513 1.463 -1.182  0.432
12 C 3.163 0.874 2.915  -1.081
13 Ge 2.069 0.889 1.296  1.606
14 C 2.950 1.861 -0.154  -1.096
15 C 0.309 1.654 1.667  -1.091
16 C 1.908 -1.068 0.909  -1.029
17 Se 1.012 -1.775 -0.665  0.442
18 C 2.248 -1.167 -2.035  -0.775
19 H 3.319 1.894 3.271  0.245
20 H 4.139 0.426 2.724  0.238
21 H 2.670 0.308 3.705  0.237
22 H 3.151 2.876 0.192  0.250
23 H 2.319 1.933 -1.040  0.231
24 H 3.902 1.402 -0.424  0.237
25 H 0.452 2.650 2.091  0.247
26 H -0.237 1.050 2.393  0.237
27 H -0.294 1.755 0.766  0.228
28 H 1.379 -1.517 1.750  0.251
29 H 2.905 -1.512 0.888  0.244
30 H 2.535 -0.142 -1.829  0.240
31 H 1.749 -1.239 -2.996  0.246
32 H 3.114 -1.822 -2.014  0.238

Computed properties:
Kohn-Sham gap = 9.7552 eV
HOMO level = -12.171 eV
total charge = +1
calculated total energy = -5416.305290 a.u.
spin multiplicity = 1
lowest unoccupied orbital energy = -2.415 eV

=====

# 2
Below is a 2-piece molecular cluster, C6H19BN3O4 overall, with properties calculated with ωB97M-V/def2-TZVPD.

Last column: natural (NBO) charge in e.
Element x y z (Å)
1 N 4.458 0.818 -0.266  -0.822
2 C 3.047 0.496 -0.406  -0.215
3 C 2.168 1.613 -1.014  -0.442
4 C 0.824 1.650 -0.300  -0.262
5 N -0.134 2.575 -1.015  -0.206
6 O -1.188 1.915 -1.661  -0.518
7 B -2.228 1.524 -0.781  1.244
8 O -2.139 2.037 0.471  -0.916
9 O -3.189 0.702 -1.236  -0.880
10 H 5.016 0.404 -0.999  0.369
11 H 4.642 1.812 -0.287  0.353
12 H 2.954 -0.393 -1.027  0.212
13 H 2.638 0.216 0.569  0.199
14 H 2.677 2.577 -0.924  0.208
15 H 1.988 1.408 -2.075  0.212
16 H 0.385 0.649 -0.294  0.281
17 H 0.908 2.006 0.724  0.233
18 H 0.355 3.072 -1.762  0.435
19 H -0.525 3.267 -0.368  0.440
20 H -2.775 1.680 1.109  0.534
21 H -3.135 0.448 -2.168  0.524
22 C -0.270 -3.012 2.059  -0.725
23 C -0.447 -2.011 0.944  0.695
24 O 0.498 -1.330 0.554  -0.676
25 N -1.675 -1.905 0.383  -0.609
26 C -2.880 -2.643 0.722  -0.415
27 H 0.764 -2.971 2.383  0.254
28 H -0.921 -2.784 2.903  0.234
29 H -0.500 -4.022 1.718  0.239
30 H -1.729 -1.276 -0.401  0.386
31 H -3.218 -3.249 -0.119  0.209
32 H -3.687 -1.967 1.006  0.202
33 H -2.683 -3.305 1.558  0.222

Computed properties:
Kohn-Sham gap = 8.9163 eV
HOMO level = -11.925 eV
total charge = +1
calculated total energy = -729.965478 a.u.
spin multiplicity = 1
lowest unoccupied orbital energy = -3.008 eV